Molecular formula: C3H4O2S
Method: DFT, ωB97M-V/def2-TZVPD

XYZ file:
```
10
Properties=species:S:1:pos:R:3:forces:R:3
C -0.96500 -0.35449 -0.80323 2.97 -0.14 1.12
C 0.01385 0.10690 0.00930 -2.31 0.36 -0.79
C 0.61741 1.38685 0.49910 2.46 -2.73 1.72
O -0.45022 -2.44133 0.93966 -0.53 -0.57 1.14
O 0.92004 -2.26539 -1.08908 0.54 0.05 -0.05
S 0.02515 -1.66979 -0.14631 -0.10 0.74 -1.08
H -2.67155 0.23736 -1.23527 -1.34 0.36 -0.03
H 0.38786 2.12465 -0.17751 -0.68 1.81 -1.50
H 1.72262 1.20357 0.45953 -0.72 0.50 0.06
H 0.39983 1.67167 1.54382 -0.28 -0.38 -0.58
```
Forces are in eV/Å.

Energy above the lowest of the compared OMol25 structures with the same formula, charge and spin, eV: 5.373
Orbital gap (spin up / spin down), eV: 8.20 / 7.49
LUMO energy (spin up / spin down), eV: 0.455 / -3.444
2S+1: 3
Molar mass, g mol⁻¹: 104.1
⟨S²⟩: 2.008
E, eV: -18097.0149

=====

Molecular formula: C3H4O2Tm
Method: DFT, ωB97M-V/def2-TZVPD

XYZ file:
```
10
Properties=species:S:1:pos:R:3:forces:R:3
H -1.02908 -3.90888 1.71633 0.01 -0.40 -0.24
O 0.93868 -0.57561 -0.04880 0.74 0.22 -1.76
O -0.68800 0.76360 0.41220 0.55 0.07 -1.02
C 1.11209 0.50072 -1.11679 -0.55 0.51 4.05
C -0.16579 1.23826 -0.92538 -1.38 0.22 -0.62
C -0.05457 -0.32265 0.72014 -0.53 -0.15 0.60
H 1.92330 1.09396 -0.65607 0.64 -0.56 -1.51
H -0.07113 2.32977 -0.88345 0.14 -0.39 0.08
H -0.98512 0.98121 -1.61466 0.39 0.11 0.02
Tm -0.98038 -2.10038 2.39649 -0.01 0.38 0.40
```
Forces are in eV/Å.

Energy above the lowest of the compared OMol25 structures with the same formula, charge and spin, eV: 2.854
Orbital gap (spin up / spin down), eV: 8.04 / 5.87
LUMO energy (spin up / spin down), eV: -4.357 / -5.643
2S+1: 3
Total charge: +1
Molar mass, g mol⁻¹: 241.0
⟨S²⟩: 2.014
E, eV: -36787.2830

=====

Molecular formula: C3H4O2Yb
Method: DFT, ωB97M-V/def2-TZVPD

XYZ file:
```
10
Properties=species:S:1:pos:R:3:forces:R:3
O -1.58061 0.63859 -0.95492 -0.17 0.22 -0.24
C -0.29584 0.88769 -1.20157 0.98 0.24 -0.17
C 0.78650 0.22659 -0.72850 -0.32 0.23 -0.77
O 0.79177 -0.88298 0.07497 -0.09 -0.15 0.03
C 0.03748 -0.82686 1.32766 0.82 -0.06 0.40
Yb -2.14806 -0.31442 0.76586 -0.94 -0.15 0.26
H -0.07886 1.75327 -1.84572 -0.08 -0.32 0.10
H 1.74728 0.44685 -1.21242 -0.27 -0.01 0.56
H 0.55357 -0.10901 1.99489 -0.04 -0.19 -0.09
H 0.18677 -1.81974 1.77974 0.13 0.18 -0.08
```
Forces are in eV/Å.

Energy above the lowest of the compared OMol25 structures with the same formula, charge and spin, eV: 0.898
Orbital gap, eV: 5.73
LUMO energy, eV: -0.902
Molar mass, g mol⁻¹: 245.1
E, eV: -38796.8434

=====

Molecular formula: C3H4O3
Method: DFT, ωB97M-V/def2-TZVPD

XYZ file:
```
10
Properties=species:S:1:pos:R:3:forces:R:3
O -1.29675 -1.13168 0.21433 0.18 -0.31 0.02
C -0.58758 -0.21548 -0.43696 0.38 0.15 -0.22
C -0.11787 1.22435 0.11263 -0.22 0.25 0.10
O 1.30428 0.70718 0.19439 0.16 -0.15 -0.06
C 0.81494 -0.47725 -0.02874 0.06 -0.21 0.14
O 1.13243 -1.58850 0.46123 -0.28 0.22 -0.20
H 0.07589 -1.94884 0.43492 -0.21 0.36 0.03
H -0.74098 -0.09718 -1.53031 -0.03 -0.08 0.23
H -0.44171 1.43783 1.12956 0.03 -0.05 -0.11
H -0.14265 2.08957 -0.55103 -0.06 -0.18 0.08
```
Forces are in eV/Å.

Energy above the lowest of the compared OMol25 structures with the same formula, charge and spin, eV: 3.666
Orbital gap, eV: 9.61
LUMO energy, eV: 0.365
Molar mass, g mol⁻¹: 88.1
E, eV: -9315.0349

=====

Molecular formula: C3H4O3
Method: DFT, ωB97M-V/def2-TZVPD

XYZ file:
```
10
Properties=species:S:1:pos:R:3:forces:R:3
O 0.64139 1.60063 -0.87181 0.72 -0.42 0.56
C 0.30165 0.30118 -0.62132 0.79 -0.94 0.41
C -0.95369 0.19943 0.19466 -0.98 0.85 -0.69
O -1.98187 0.08197 -0.43020 -0.50 0.12 0.53
C 0.88948 -1.23128 0.49532 -1.10 0.36 -0.13
O -0.24021 -1.46067 0.87832 0.42 -0.62 0.23
H 0.41358 2.17635 -0.12273 0.15 -0.29 -0.11
H 0.24786 -0.20726 -1.58223 0.02 -0.16 0.24
H -0.86527 0.62381 1.22527 -0.26 -0.04 -0.27
H 1.54708 -2.08417 0.83473 0.74 1.15 -0.77
```
Forces are in eV/Å.

Energy above the lowest of the compared OMol25 structures with the same formula, charge and spin, eV: 4.653
Orbital gap, eV: 9.34
LUMO energy, eV: 0.267
Molar mass, g mol⁻¹: 88.1
E, eV: -9314.0474

=====

Molecular formula: C3H4O3
Method: DFT, ωB97M-V/def2-TZVPD

XYZ file:
```
10
Properties=species:S:1:pos:R:3:forces:R:3
C 0.09065 0.68803 0.37517 -0.47 -0.76 -0.58
C -0.54070 -0.29896 -0.26881 -0.18 0.51 0.21
C 0.74876 -1.06085 -0.30568 -0.17 0.36 0.24
O -0.18658 1.89688 0.88891 0.30 -0.26 -0.04
O -1.77906 -0.59767 -0.75230 0.02 -0.05 0.03
O 1.35078 0.10292 0.39726 0.39 0.08 0.10
H 0.63048 2.26309 1.24770 0.01 0.06 0.02
H -2.35037 0.16933 -0.63633 0.02 -0.04 -0.02
H 1.20488 -1.22591 -1.28061 0.10 0.12 0.06
H 0.83115 -1.93687 0.33469 -0.02 -0.03 -0.03
```
Forces are in eV/Å.

Energy above the lowest of the compared OMol25 structures with the same formula, charge and spin, eV: 2.868
Orbital gap, eV: 8.38
LUMO energy, eV: 0.656
Molar mass, g mol⁻¹: 88.1
E, eV: -9315.8327

=====

Molecular formula: C3H4O3
Method: DFT, ωB97M-V/def2-TZVPD

XYZ file:
```
10
Properties=species:S:1:pos:R:3:forces:R:3
O 1.80580 -0.76160 -0.24510 -0.33 0.35 -0.12
C 1.01779 0.26375 -0.01728 1.05 0.29 0.21
C -1.26770 0.08362 -0.50838 1.69 0.68 -1.12
O -1.15630 0.40991 0.84537 0.56 -0.33 0.67
C 0.16395 0.17689 1.18674 -0.57 -0.13 0.71
O 0.56382 0.11766 2.32346 -0.28 0.07 -0.98
H 2.47157 -0.49122 -0.90379 -0.27 -0.16 0.23
H -0.21754 0.57001 -0.97122 -1.61 -1.00 0.17
H -1.30838 -0.98630 -0.71931 -0.02 0.07 0.16
H -2.07300 0.61727 -0.99049 -0.22 0.16 0.07
```
Forces are in eV/Å.

Energy above the lowest of the compared OMol25 structures with the same formula, charge and spin, eV: 4.101
Orbital gap, eV: 9.00
LUMO energy, eV: 0.015
Molar mass, g mol⁻¹: 88.1
E, eV: -9314.5997

=====

Molecular formula: C3H4O3Pb
Method: DFT, ωB97M-V/def2-TZVPD

XYZ file:
```
11
Properties=species:S:1:pos:R:3:forces:R:3
C -0.18810 -1.24175 0.45787 -2.42 -0.74 0.17
C -1.22632 -0.81588 -0.26015 0.79 -0.96 -0.59
O 1.12050 -1.20702 -0.04567 -0.02 -0.64 0.79
H -0.26201 -1.75363 1.41700 0.02 -0.22 -0.42
H -1.17865 -0.21454 -1.16865 0.39 -0.31 -0.07
H -2.14381 -1.40049 -0.20265 -0.45 1.00 1.10
H 1.62484 -1.97936 0.24641 -0.01 -0.49 0.13
O -1.00048 3.16690 0.32769 2.33 -0.22 0.35
C 0.06371 2.76560 0.15351 -4.69 1.07 -0.21
O 1.02512 2.20857 -0.22695 0.66 1.07 0.60
Pb 2.16520 0.47160 -0.69841 3.41 0.43 -1.85
```
Forces are in eV/Å.

Energy above the lowest of the compared OMol25 structures with the same formula, charge and spin, eV: 1.036
Orbital gap, eV: 7.71
LUMO energy, eV: -10.807
Total charge: +2
Molar mass, g mol⁻¹: 295.3
E, eV: -14545.4271

=====

Molecular formula: C3H4O3S
Method: DFT, ωB97M-V/def2-TZVPD

XYZ file:
```
11
Properties=species:S:1:pos:R:3:forces:R:3
C 0.34457 0.72323 1.25540 2.91 1.41 -1.75
C 0.50581 0.91819 -0.20207 -0.08 7.34 -0.95
C 0.77778 -0.30154 0.20188 1.14 -6.21 3.18
O -1.36381 -1.98012 0.01578 -0.10 0.39 -0.77
O -0.14954 -1.29616 -2.03578 0.54 -0.60 -1.90
O -1.65014 0.25259 -0.94012 -2.04 2.81 -0.16
S -0.93401 -0.93923 -0.92133 1.07 -4.55 2.69
H 1.07793 1.44280 1.81582 -0.92 -2.08 -0.45
H -0.62304 0.71777 1.66328 -1.41 -0.17 0.46
H 0.43157 1.57861 -1.02837 0.06 0.27 -0.25
H 1.58288 -1.11615 0.17551 -1.16 1.38 -0.09
```
Forces are in eV/Å.

Energy above the lowest of the compared OMol25 structures with the same formula, charge and spin, eV: 2.973
Orbital gap (spin up / spin down), eV: 8.44 / 6.93
LUMO energy (spin up / spin down), eV: 0.811 / -4.240
2S+1: 3
Molar mass, g mol⁻¹: 120.1
⟨S²⟩: 2.008
E, eV: -20145.3936

=====

Molecular formula: C3H4O3S2
Method: DFT, ωB97M-V/def2-TZVPD

XYZ file:
```
12
Properties=species:S:1:pos:R:3:forces:R:3
C -0.11804 -0.11953 0.09587 -1.36 -0.87 3.20
C -0.34029 -0.33350 -1.45294 -0.79 -3.88 -1.58
C 0.86790 0.73356 0.95952 -0.05 -3.92 2.60
H -0.95579 -2.12163 0.16474 3.94 3.36 2.52
H -1.04322 0.38868 0.51947 0.35 -0.15 -1.32
H -0.62429 1.79591 -1.54980 0.58 -0.19 -1.56
H 0.95242 -0.79539 2.15885 0.53 1.48 0.72
O -0.09865 -1.33037 0.82564 -4.01 -4.33 -3.93
O -0.67814 -1.48276 -1.89713 1.42 3.56 2.69
O 1.25356 0.16136 2.33603 -1.69 -0.15 -5.11
S -0.34629 0.94751 -2.64313 -0.39 1.05 2.27
S 1.13082 2.15616 0.48286 1.47 4.04 -0.52
```
Forces are in eV/Å.

Energy above the lowest of the compared OMol25 structures with the same formula, charge and spin, eV: 3.865
Orbital gap, eV: 9.03
LUMO energy, eV: -0.399
Molar mass, g mol⁻¹: 152.2
E, eV: -30984.4740

=====

> Among the records above, which one has the highest E?

number 5